Entry from the OMol25 dataset: a single H4NPS molecule in a non-equilibrium geometry (ωB97M-V/def2-TZVPD).

XYZ file:
```
7
Properties=species:S:1:pos:R:3:forces:R:3
N -1.274 -0.541 0.044 1.1248 -0.0391 1.5552
P 1.563 -0.024 0.253 0.4342 -1.1265 0.5338
S -0.292 0.890 0.244 -1.2623 1.4544 -0.7596
H -1.392 -0.628 1.047 -0.9420 -1.2421 -0.0965
H -2.180 -0.394 -0.365 -0.1287 0.6026 -0.3259
H 1.405 -0.441 -1.052 0.2412 -0.4687 -0.8067
H 2.169 1.138 -0.171 0.5328 0.8195 -0.1003
```
Forces are in eV/Å.

## Properties
Charge = 0
Frontier orbital gap = 9.131 eV
Total energy = -21677.8030 eV

Here is what Löwdin gives for the atomic charges, in e: -0.404 0.427 0.325 -0.022 0.011 -0.165 -0.173



Entry from the OMol25 dataset: 2 unconnected molecules or ions with the total composition H4NS (ωB97M-V/def2-TZVPD).

XYZ file:
```
6
Properties=species:S:1:pos:R:3:forces:R:3
S 0.084 0.867 -1.462 -0.2142 0.2748 -0.3547
H 0.640 1.575 -2.447 0.1501 0.1108 -0.1875
N -0.029 -0.835 1.051 0.6523 -0.1640 -0.3798
H -0.148 -0.271 1.882 -0.2750 0.1043 -0.1015
H 0.382 -0.234 0.304 -0.1447 -0.4473 0.7865
H -0.928 -1.101 0.672 -0.1685 0.1213 0.2370
```
Forces are in eV/Å.

## Properties
Charge = -1
Frontier orbital gap = 7.581 eV
Total energy = -12391.2067 eV

Here is what Löwdin gives for the atomic charges, in e: -0.190 -0.477 -0.071 -0.027 -0.205 -0.030



Entry from the OMol25 dataset: 2 unconnected molecules or ions with the total composition H4NS (ωB97M-V/def2-TZVPD).

XYZ file:
```
6
Properties=species:S:1:pos:R:3:forces:R:3
N 1.355 -0.005 0.319 0.8948 -0.0325 -0.2864
H 0.390 -0.104 0.530 -0.8459 -0.0744 0.3999
H 1.788 0.617 0.983 -0.0392 0.0299 0.3948
H 1.394 0.496 -0.551 0.0416 0.0665 -0.5018
S -2.254 0.083 -0.383 -0.0957 -0.0503 -0.0464
H -2.674 -1.087 -0.897 0.0445 0.0608 0.0399
```
Forces are in eV/Å.

## Properties
Charge = 0
Frontier orbital gap (spin up / spin down) = 10.937 / 7.109 eV
Spin multiplicity = 2
Total energy = -12388.7457 eV

Here is what Löwdin gives for the atomic charges, in e: 0.013 -0.090 0.002 -0.005 0.371 -0.290



Entry from the OMol25 dataset: 2 unconnected molecules or ions with the total composition H4O in a non-equilibrium geometry (ωB97M-V/def2-TZVPD).

XYZ file:
```
5
Properties=species:S:1:pos:R:3:forces:R:3
O -0.371 0.254 -0.329 -1.8907 1.2801 -1.6152
H -0.316 0.457 -1.291 -0.0588 -0.1892 0.9139
H -1.248 0.604 -0.052 0.8356 -0.3322 -0.2688
H 1.222 -0.833 1.062 0.0090 -0.0034 0.0054
H 0.712 -0.482 0.610 1.1049 -0.7554 0.9647
```
Forces are in eV/Å.

## Properties
Charge = 0
Frontier orbital gap = 12.376 eV
Total energy = -2111.0106 eV

Here is what Löwdin gives for the atomic charges, in e: -0.153 0.068 0.067 0.027 -0.009



Calculated energy above the lowest of the compared OMol25 structures with the same formula, charge and spin in order - 1.206, 0.170, 0.025, 0.435 eV